No. 1
{
  "formula": "C17H38N2O5PS",
  "method": "ωB97M-V/def2-TZVPD",
  "homo_ev": -3.49,
  "relative_energy_kj_mol": 257.0,
  "total_charge": -1,
  "total_energy_ha": -1895.61355,
  "lumo_energy_ev": 2.10,
  "spin_multiplicity": 1,
  "orbital_gap_ev": 5.59,
  "elements": ["C", "C", "C", "C", "C", "O", "C", "O", "P", "C", "C", "C", "S", "O", "C", "C", "H", "H", "H", "H", "H", "H", "H", "H", "H", "H", "H", "H", "H", "H", "H", "H", "H", "H", "H", "H", "H", "H", "H", "H", "C", "O", "N", "C", "C", "H", "H", "H", "H", "H", "H", "H", "C", "O", "N", "C", "C", "H", "H", "H", "H", "H", "H", "H"],
  "xyz": [[2.500576, 3.705230, -1.785092], [1.315257, 3.043208, -1.480573], [1.318970, 1.735991, -0.561547], [0.999029, 0.437210, -1.499615], [-0.559629, 0.254514, -1.274247], [-1.099119, -1.018253, -1.714086], [-1.853964, -1.532125, -0.586717], [1.252451, 0.973899, -2.831628], [2.900233, 0.478769, -3.225003], [2.519309, -0.049473, -5.048040], [1.176270, -0.898115, -5.209414], [0.050559, 0.116372, -5.764125], [-1.636286, -0.648726, -5.607950], [2.674040, -1.079477, -2.499115], [1.998931, -0.789746, -1.245821], [1.520157, -2.032877, -0.384204], [2.648950, 4.139944, -2.820561], [3.378924, 3.795211, -1.081642], [0.310598, 3.358034, -1.888871], [2.395673, 1.636662, -0.208736], [0.615056, 1.816369, 0.318381], [-1.069267, 1.061280, -1.904866], [-0.893244, 0.417235, -0.203378], [-2.294255, -2.551323, -0.794259], [-2.700216, -0.834428, -0.289256], [-1.196266, -1.661405, 0.332524], [4.257431, 0.007499, -3.526657], [3.066534, 1.810340, -3.783381], [3.522301, 1.052704, -2.054998], [2.447850, 0.909821, -5.662200], [3.406038, -0.634960, -5.438209], [0.817865, -1.401375, -4.270997], [1.356461, -1.631028, -6.067955], [0.278983, 0.313634, -6.850726], [0.119112, 1.081774, -5.179840], [-1.420766, -2.014465, -5.444994], [2.875514, -0.402679, -0.617420], [1.034462, -1.693200, 0.586099], [0.802426, -2.659392, -1.004399], [2.461559, -2.622948, -0.135910], [-1.943369, -2.463048, 3.340828], [-1.575124, -2.859191, 2.249528], [-3.238225, -2.214745, 3.687591], [-3.608067, -1.742091, 5.005367], [-4.279494, -2.432145, 2.701589], [-1.233943, -2.270939, 4.149022], [-4.287988, -2.463985, 5.467415], [-4.112751, -0.776349, 4.911844], [-2.729566, -1.624600, 5.636728], [-4.261891, -3.477392, 2.383808], [-4.088677, -1.800380, 1.830619], [-5.256854, -2.192841, 3.120591], [0.146314, 0.224553, 4.773312], [-0.753605, -0.571569, 4.979213], [-0.021266, 1.550125, 4.543039], [1.099053, 2.438623, 4.302962], [-1.365613, 2.094812, 4.536232], [1.201908, -0.087210, 4.756222], [1.108406, 3.218304, 5.068917], [0.987628, 2.898087, 3.318133], [2.042534, 1.893844, 4.337004], [-1.833423, 1.910436, 5.506353], [-1.953208, 1.592240, 3.764515], [-1.341284, 3.165758, 4.338595]],
  "forces_ev_per_angstrom": [[-1.579, -0.334, -0.059], [1.395, 0.012, 0.744], [0.961, 0.941, 0.114], [-0.748, 2.102, 0.170], [-0.161, 0.157, -1.049], [-0.524, 0.243, 1.832], [0.034, -0.557, 0.506], [-0.014, -2.556, 1.420], [2.630, 1.098, -2.397], [-1.376, -0.989, -0.178], [0.123, 1.224, -1.778], [1.267, -1.138, 0.345], [-0.043, -0.194, -0.033], [-2.296, 0.179, 1.518], [1.622, 0.216, 1.005], [0.066, 0.073, -1.187], [-0.547, 0.286, 1.633], [-0.858, -1.100, -1.072], [1.471, -0.789, -0.325], [-1.398, 0.097, -0.158], [0.684, -0.123, -0.787], [0.730, -0.827, 0.761], [0.829, -0.118, -1.074], [0.554, 1.139, -0.175], [0.770, -0.631, -0.480], [-0.763, 0.177, -1.207], [0.179, 0.468, -0.068], [0.368, 0.133, -0.015], [-0.811, -0.357, 0.718], [0.031, -1.200, 0.720], [-0.964, 0.585, 0.532], [0.583, 0.527, -0.914], [-0.522, 0.460, 1.308], [-0.375, -0.123, 1.126], [-0.469, -1.201, -0.489], [0.438, 1.317, -0.147], [-1.362, 0.040, -0.387], [0.539, -0.373, -1.243], [0.832, 0.617, 1.028], [-1.296, 0.596, -0.309], [-0.098, -0.231, 0.304], [-0.398, -0.046, -0.090], [0.393, -0.066, -0.087], [-0.083, -0.174, -0.202], [0.306, -0.021, -0.130], [-0.200, -0.186, -0.018], [-0.057, 0.119, 0.111], [-0.015, 0.004, 0.194], [-0.024, 0.004, -0.162], [-0.115, 0.080, -0.116], [-0.145, -0.114, -0.060], [0.110, 0.008, 0.051], [0.157, 0.523, -0.121], [0.143, 0.682, 0.356], [0.250, -0.625, 0.142], [-0.249, 0.079, -0.058], [-0.084, -0.302, 0.029], [0.017, 0.054, -0.025], [0.131, 0.042, -0.082], [0.173, 0.049, 0.048], [-0.119, -0.032, -0.012], [-0.105, 0.066, -0.090], [-0.087, 0.109, 0.070], [0.100, -0.099, -0.004]],
  "lowdin_charge": [-0.07, -0.17, -0.13, -0.37, -0.15, -0.21, -0.15, -0.32, 0.46, -0.32, -0.31, -0.58, 0.57, -0.32, -0.36, -0.04, 0.05, 0.05, 0.10, 0.09, 0.08, 0.14, 0.11, 0.10, 0.09, 0.05, -0.03, -0.03, -0.01, 0.06, 0.06, 0.08, 0.09, 0.06, 0.07, -0.14, 0.11, 0.08, 0.08, 0.08, -0.33, 0.00, -0.19, -0.07, -0.05, 0.10, 0.08, 0.09, 0.07, 0.09, 0.08, 0.08, -0.30, -0.02, -0.19, -0.05, -0.04, 0.14, 0.09, 0.09, 0.09, 0.09, 0.09, 0.09]
}


No. 2
{
  "formula": "C17H38NO4PS",
  "method": "ωB97M-V/def2-TZVPD",
  "homo_ev": -8.97,
  "total_energy_ha": -1765.80577,
  "lumo_energy_ev": 0.16,
  "spin_multiplicity": 1,
  "orbital_gap_ev": 9.13,
  "elements": ["O", "C", "O", "C", "C", "C", "O", "C", "O", "N", "P", "S", "H", "H", "H", "H", "H", "H", "H", "H", "H", "H", "C", "C", "C", "C", "C", "C", "H", "H", "H", "H", "H", "H", "H", "H", "H", "H", "H", "H", "H", "H", "C", "C", "C", "C", "C", "C", "H", "H", "H", "H", "H", "H", "H", "H", "H", "H", "H", "H", "H", "H"],
  "xyz": [[5.580858, -3.065967, 0.684219], [5.192038, -2.705076, -0.335825], [5.912566, -2.868977, -1.443670], [3.849373, -2.045213, -0.508558], [3.994944, -0.532203, -0.837815], [3.256420, -0.076768, -2.077723], [1.814185, -0.159052, -2.047586], [1.263046, -0.083404, -0.826566], [1.330569, 0.849505, -0.148695], [0.599227, -1.254581, -0.410729], [0.233046, -2.465816, -1.599004], [0.209194, -4.218290, -0.737313], [5.455730, -2.456490, -2.186547], [3.251875, -2.180366, 0.371657], [3.368995, -2.512516, -1.365101], [3.806935, 0.081800, 0.028094], [5.045434, -0.384829, -1.065259], [3.569501, 0.922835, -2.347153], [3.569636, -0.715289, -2.893903], [-0.272796, -0.994224, 0.038313], [-1.028767, -2.247469, -2.183320], [1.168954, -2.510412, -2.636334], [2.217119, -0.189464, 3.385511], [1.199064, 0.569252, 4.230507], [0.705586, 1.855530, 3.568822], [1.786093, 2.906329, 3.312932], [2.552772, 3.360440, 4.554209], [1.669521, 4.034936, 5.600102], [3.122229, 0.397887, 3.220567], [2.512563, -1.115359, 3.881440], [1.793815, -0.448847, 2.411929], [1.626038, 0.784739, 5.213748], [0.337057, -0.079634, 4.407808], [-0.086474, 2.288425, 4.187251], [0.236236, 1.605364, 2.612099], [1.316507, 3.778451, 2.846884], [2.499056, 2.523177, 2.577353], [3.327117, 4.066489, 4.242428], [3.075647, 2.514241, 5.008365], [1.167231, 4.908394, 5.179027], [2.268663, 4.370125, 6.448185], [0.907761, 3.355345, 5.984835], [-6.522653, -1.119720, -4.498548], [-5.076823, -1.456046, -4.145337], [-4.845557, -1.637338, -2.645843], [-5.119801, -0.396467, -1.794229], [-4.313437, 0.842608, -2.179913], [-2.807984, 0.652508, -2.029611], [-6.836331, -0.171755, -4.058986], [-6.641653, -1.034618, -5.579592], [-7.200055, -1.900363, -4.147073], [-4.413196, -0.682407, -4.542015], [-4.799736, -2.384760, -4.651004], [-3.814789, -1.970050, -2.485823], [-5.480388, -2.451772, -2.284484], [-4.912897, -0.643263, -0.747901], [-6.184383, -0.151470, -1.837803], [-4.627204, 1.672206, -1.541515], [-4.542312, 1.142707, -3.205749], [-2.552729, 0.390194, -0.998818], [-2.277440, 1.571685, -2.282440], [-2.435190, -0.134897, -2.688496]],
  "forces_ev_per_angstrom": [[1.879, -1.557, 4.207], [-2.285, 1.246, -2.242], [0.586, 0.142, -1.260], [-0.167, 0.893, -0.864], [0.345, -0.655, -0.040], [0.400, 0.235, -0.012], [0.578, -0.970, -0.392], [-0.515, -2.251, -1.161], [0.280, 3.415, 2.493], [-0.596, 0.168, -2.476], [-0.061, -2.505, 1.391], [-0.092, 0.408, -0.203], [0.117, -0.157, -0.119], [-0.218, -0.337, 0.343], [-0.344, -0.302, -0.009], [-0.258, 0.203, 0.261], [0.270, 0.402, -0.184], [-0.193, 0.427, 0.067], [-0.181, -0.233, -0.356], [0.163, -0.130, 0.678], [0.284, 0.736, -0.119], [-0.067, 0.872, 0.041], [0.010, -0.072, 0.119], [-0.021, -0.016, -0.145], [-0.082, 0.030, 0.073], [0.068, -0.044, -0.045], [-0.088, 0.101, -0.004], [0.126, -0.055, 0.030], [-0.005, -0.005, -0.029], [0.028, -0.009, -0.050], [0.031, 0.036, -0.025], [-0.018, 0.026, 0.003], [0.006, 0.007, 0.044], [0.014, 0.017, -0.004], [0.027, -0.019, -0.008], [0.010, 0.010, 0.008], [-0.029, -0.010, -0.015], [0.030, -0.035, 0.003], [0.004, -0.012, -0.029], [-0.039, -0.019, 0.002], [-0.041, 0.022, 0.013], [-0.019, 0.017, -0.007], [0.108, 0.040, -0.084], [-0.104, -0.071, 0.031], [0.081, 0.019, -0.002], [-0.067, 0.006, -0.028], [0.034, -0.058, 0.119], [0.019, 0.089, -0.084], [-0.023, -0.013, 0.011], [-0.048, -0.002, 0.011], [-0.016, 0.023, 0.029], [0.018, -0.004, 0.019], [0.038, 0.020, -0.010], [-0.012, -0.008, 0.022], [0.005, -0.010, -0.013], [0.004, 0.021, 0.003], [0.001, -0.019, -0.003], [-0.013, 0.015, -0.032], [-0.021, -0.014, 0.001], [-0.002, -0.021, -0.002], [0.053, -0.030, 0.030], [0.005, -0.003, 0.006]],
  "lowdin_charge": [0.18, -0.60, 0.13, -0.08, -0.14, -0.15, -0.04, -0.69, 0.18, -0.08, 0.33, 0.09, 0.11, 0.11, 0.10, 0.11, 0.12, 0.13, 0.12, 0.10, -0.04, -0.02, -0.11, -0.26, -0.23, -0.23, -0.27, -0.11, 0.07, 0.07, 0.06, 0.10, 0.10, 0.10, 0.10, 0.11, 0.10, 0.10, 0.10, 0.07, 0.07, 0.06, -0.11, -0.27, -0.23, -0.23, -0.27, -0.12, 0.07, 0.07, 0.08, 0.10, 0.10, 0.09, 0.11, 0.11, 0.10, 0.11, 0.10, 0.07, 0.07, 0.05]
}